No. 1
C9H13AgO9P2S2 as an isolated structure. Source: OMol25; level of theory: wB97M-V/def2-TZVPD.

## Properties
Energy relative to the best compared isomer or geometry (same formula, charge and spin) ... 19.42 kJ/mol
Net charge ... -2

Each line ends with the Löwdin charge.
Geometry (Å):
Ag (1.279, -0.070, 0.037)  0.55
O (0.207, -3.306, -0.022)  -0.19
P (0.527, -2.835, -1.541)  0.15
O (-0.116, -3.710, -2.543)  -0.34
O (0.316, -1.345, -1.616)  -0.42
O (2.159, -3.101, -1.598)  -0.29
P (3.161, -2.802, -0.371)  0.15
O (4.583, -3.251, -1.011)  -0.15
O (2.834, -3.730, 0.749)  -0.32
O (3.234, -1.317, -0.137)  -0.40
H (1.007, -3.683, 0.408)  0.02
H (4.920, -2.504, -1.516)  0.05
C (-0.075, -1.498, 3.325)  -0.44
S (1.336, -1.572, 4.449)  0.68
C (2.670, -1.521, 3.225)  -0.43
H (-0.034, -2.300, 2.588)  0.03
H (-0.100, -0.536, 2.812)  0.00
H (-0.979, -1.608, 3.924)  0.02
H (2.267, -1.100, 2.305)  -0.01
H (3.037, -2.516, 2.983)  0.02
H (3.474, -0.883, 3.587)  0.02
O (-4.632, 2.993, -3.437)  0.08
C (-4.079, 3.859, -2.540)  -0.50
O (-4.541, 4.973, -2.471)  0.07
C (-2.955, 3.354, -1.730)  -0.18
C (-2.355, 2.102, -1.912)  -0.04
C (-1.309, 1.675, -1.121)  -0.11
C (-0.803, 2.490, -0.091)  -0.73
S (0.496, 2.017, 0.961)  0.48
C (-1.409, 3.753, 0.081)  -0.14
C (-2.450, 4.172, -0.715)  -0.04
H (-4.191, 2.139, -3.359)  0.07
H (-2.673, 1.417, -2.694)  0.11
H (-0.871, 0.699, -1.304)  0.06
H (-1.033, 4.399, 0.865)  0.08
H (-2.901, 5.146, -0.567)  0.11

---

No. 2
A single C9H8BrN2P molecule. Source: OMol25; level of theory: wB97M-V/def2-TZVPD.

## Properties
Energy relative to the best compared isomer or geometry (same formula, charge and spin) ... 355.00 kJ/mol

Each line ends with the Löwdin charge.
Geometry (Å):
C (0.719, -3.519, 0.234)  -0.09
C (1.642, -2.588, -0.276)  -0.06
C (-0.422, -3.062, 0.822)  -0.10
C (1.544, -1.193, -0.066)  0.01
C (-0.668, -1.706, 0.939)  -0.06
C (0.300, -0.845, 0.543)  -0.33
C (-0.667, 2.556, -0.329)  -0.54
C (-0.404, 3.393, 0.680)  -0.66
C (-1.007, 3.022, -1.716)  -0.07
N (-0.562, 1.210, -0.204)  0.05
N (0.053, 0.582, 0.797)  -0.55
P (0.480, 1.051, 2.326)  0.87
Br (-0.393, 5.144, 1.008)  0.75
H (0.715, -4.584, -0.042)  0.11
H (2.518, -2.937, -0.829)  0.10
H (-1.109, -3.784, 1.145)  0.09
H (2.090, -0.391, -0.332)  0.07
H (-1.545, -1.409, 1.554)  0.13
H (-1.791, 2.283, -2.048)  0.09
H (-0.165, 2.700, -2.457)  0.11
H (-1.331, 4.078, -1.749)  0.07

---

No. 3
An isolated ion of composition C3H9NS2 and charge +1. Source: OMol25; level of theory: wB97M-V/def2-TZVPD.

## Properties
Energy relative to the best compared isomer or geometry (same formula, charge and spin) ... 252.39 kJ/mol
⟨S²⟩ ... 0.75
Multiplicity ... 2
Net charge ... +1

Each line ends with the Löwdin spin population.
Geometry (Å):
N (1.296, 1.166, -1.160)  0.00
C (0.647, -0.116, -0.822)  0.01
C (1.273, -0.877, 0.409)  0.01
C (-0.854, 0.250, -0.552)  0.06
S (-1.662, 0.764, 1.157)  0.60
S (-3.393, 0.398, 2.345)  0.29
H (1.109, 1.886, -0.475)  0.00
H (2.286, 0.995, -1.270)  0.00
H (0.713, -0.855, -1.659)  0.00
H (0.619, -1.327, 1.211)  0.00
H (2.086, -0.346, 0.881)  0.00
H (1.700, -1.753, -0.092)  0.00
H (-1.598, -0.555, -0.790)  0.00
H (-1.035, 1.217, -1.087)  0.02
H (-3.187, -0.850, 1.906)  0.01

---

No. 4
C6H12NO5P as an isolated structure. Source: OMol25; level of theory: wB97M-V/def2-TZVPD.

## Properties
Energy relative to the best compared isomer or geometry (same formula, charge and spin) ... 713.15 kJ/mol

Each line ends with the Löwdin charge.
Geometry (Å):
C (-0.027, 1.702, -0.663)  -0.10
C (-0.068, 0.561, 0.221)  -0.37
C (0.800, -0.347, 0.267)  -0.14
C (1.927, -0.636, -0.603)  -0.32
N (2.272, -2.158, -0.973)  0.05
H (1.390, -2.580, -1.122)  0.01
H (2.457, -2.548, 0.210)  0.18
C (2.926, 0.178, 0.054)  -0.47
O (3.123, 1.355, -0.059)  0.12
O (3.603, -0.635, 1.088)  -0.03
H (4.154, 0.146, 1.600)  0.19
H (1.618, -0.012, -1.643)  0.19
H (0.520, -1.408, 0.908)  0.20
C (-1.423, 0.658, 1.126)  -0.08
P (-2.754, -0.312, 0.010)  0.17
O (-2.520, -1.666, -0.258)  -0.21
O (-3.134, 0.566, -0.975)  0.05
H (-2.993, 0.292, -1.797)  0.06
O (-3.889, -0.143, 1.077)  -0.18
H (-4.568, -0.980, 1.135)  0.19
H (-1.835, 1.569, 1.238)  0.01
H (-1.412, 0.100, 2.163)  0.13
H (-0.925, 2.500, -0.622)  0.12
H (0.779, 2.300, -0.373)  0.04
H (-0.020, 1.498, -2.011)  0.18

---

No. 5
C18H25BrGeIrN7 as an isolated structure. Source: OMol25; level of theory: wB97M-V/def2-TZVPD.

## Properties
Energy relative to the best compared isomer or geometry (same formula, charge and spin) ... 0.00 kJ/mol
⟨S²⟩ ... 0.76
Multiplicity ... 2
Net charge ... +3

Each line ends with the Löwdin spin population.
Geometry (Å):
Ir (0.218, -0.509, -0.604)  0.39
N (-2.071, -0.590, 1.947)  0.00
C (-0.799, -0.613, 2.367)  0.00
N (-0.590, -0.734, 3.655)  0.00
C (0.676, -0.708, 4.087)  0.00
N (0.928, -0.916, 5.356)  0.00
N (1.740, -0.428, 3.267)  0.00
C (1.462, -0.344, 2.015)  0.00
N (0.225, -0.513, 1.451)  0.00
C (2.537, -0.017, 1.058)  0.00
C (3.850, 0.157, 1.434)  0.00
C (4.790, 0.466, 0.457)  0.00
C (4.379, 0.580, -0.864)  0.00
C (3.047, 0.385, -1.172)  0.00
N (2.134, 0.105, -0.227)  0.01
H (-2.780, -0.600, 2.666)  0.00
H (-2.330, -0.289, 1.025)  0.00
H (0.173, -1.108, 5.999)  0.00
H (1.875, -0.876, 5.701)  0.00
H (4.117, 0.042, 2.475)  0.00
H (5.830, 0.603, 0.723)  0.00
H (5.080, 0.807, -1.656)  0.00
H (2.695, 0.448, -2.191)  0.00
C (-3.892, -4.436, -0.384)  0.00
C (-3.008, -3.511, -1.167)  0.00
C (-2.975, -3.513, -2.558)  0.01
C (-2.108, -2.671, -3.258)  0.00
C (-1.341, -1.845, -2.495)  0.00
Br (0.050, -0.691, -3.146)  0.00
N (-1.362, -1.765, -1.157)  0.01
C (-2.175, -2.613, -0.503)  0.00
H (-4.523, -5.025, -1.045)  0.00
H (-4.538, -3.878, 0.294)  0.00
H (-3.293, -5.124, 0.214)  0.00
H (-3.614, -4.190, -3.112)  0.00
H (-2.038, -2.685, -4.337)  0.00
H (-2.155, -2.568, 0.576)  0.00
C (-1.485, 4.044, -0.815)  0.04
Ge (0.158, 3.045, -1.064)  0.11
C (1.513, 3.346, 0.280)  0.02
C (0.739, 2.948, -2.906)  0.02
C (-0.843, 1.113, -0.660)  0.31
H (-1.245, 5.091, -1.019)  0.01
H (-1.858, 3.980, 0.205)  0.00
H (-2.254, 3.731, -1.519)  0.00
H (1.713, 4.422, 0.261)  0.01
H (2.451, 2.838, 0.072)  0.00
H (1.161, 3.105, 1.283)  0.00
H (1.034, 3.965, -3.183)  0.01
H (-0.076, 2.657, -3.566)  0.00
H (1.606, 2.312, -3.073)  0.00
H (-1.553, 1.177, -1.489)  0.02
H (-1.273, 1.393, 0.302)  0.02

---

No. 6
A 2-piece molecular cluster, C4H12N3 overall. Source: OMol25; level of theory: wB97M-V/def2-TZVPD.

## Properties
Energy relative to the best compared isomer or geometry (same formula, charge and spin) ... 128.48 kJ/mol
⟨S²⟩ ... 0.76
Multiplicity ... 2

Each line ends with the Löwdin spin population.
Geometry (Å):
N (-0.332, 1.283, 0.305)  0.00
C (0.337, 1.235, 1.644)  0.00
N (0.012, 2.310, 2.562)  0.00
H (-1.312, 1.497, 0.435)  0.00
H (-0.017, 2.107, -0.236)  0.00
H (0.030, 0.269, 2.056)  0.00
H (1.412, 1.232, 1.477)  0.00
H (0.282, 3.230, 2.211)  0.00
H (-0.995, 2.354, 2.694)  0.00
C (0.205, -1.598, -1.918)  0.00
C (0.615, -0.696, -2.825)  0.14
C (-0.470, -2.122, 0.265)  0.51
N (-0.204, -1.195, -0.608)  0.23
H (0.134, -2.655, -2.046)  0.00
H (0.476, 0.378, -2.571)  0.01
H (0.943, -1.004, -3.812)  0.01
H (-0.885, -1.936, 1.277)  0.05
H (-0.318, -3.168, -0.003)  0.05
H (-0.202, -0.003, -0.294)  0.00